--- w ---
Formula: C3H11ClN2Si
Source: OMol25
Level of theory: wB97M-V/def2-TZVPD

Values from the calculation:
Gap between HOMO and LUMO: 10.03 eV
HOMO energy: -9.2 eV

```
18
C3H11ClN2Si (wB97M-V/def2-TZVPD)
C -0.532 0.017 -1.895
C 0.694 0.578 -1.190
Si 0.260 1.145 0.625
N -1.129 2.047 0.452
Cl 1.675 2.194 1.569
N -0.222 -0.190 1.587
C 0.702 -1.277 1.850
H -0.905 -0.986 -1.320
H -1.340 0.661 -1.972
H -0.257 -0.300 -2.915
H 1.164 1.506 -1.755
H 1.504 -0.173 -1.169
H -1.836 1.757 -0.159
H -1.238 2.918 0.826
H -0.599 0.124 2.453
H 1.615 -1.003 2.552
H 0.117 -2.072 2.392
H 1.176 -1.676 0.927
```

--- x ---
Formula: C3H11ClN2Si
Source: OMol25
Level of theory: wB97M-V/def2-TZVPD

Values from the calculation:
Gap between HOMO and LUMO: 10.00 eV
HOMO energy: -9.2 eV

```
18
C3H11ClN2Si (wB97M-V/def2-TZVPD)
C 0.074 -1.095 -1.403
Si -0.228 0.221 0.068
C -2.120 0.516 0.236
C 0.607 1.861 0.352
N 0.479 -0.804 1.503
N 1.752 -1.158 1.603
Cl 2.655 0.013 2.574
H 0.276 -0.780 -2.498
H 0.720 -1.822 -1.015
H -1.008 -1.527 -1.329
H -2.608 0.054 -0.561
H -2.673 0.087 1.138
H -2.292 1.564 0.174
H 0.204 2.254 1.239
H 1.598 1.501 0.581
H 0.722 2.556 -0.422
H -0.036 -0.743 2.335
H 1.812 -1.919 2.269
```

Which is most stable? The ranking, best first, is w, x.

--- w ---
Formula: C2H4O3P
Source: OMol25
Level of theory: wB97M-V/def2-TZVPD

Values from the calculation:
Gap between HOMO and LUMO: 7.81 eV
Total charge: -1
HOMO energy: -3.5 eV

```
10
C2H4O3P (wB97M-V/def2-TZVPD)
C 1.634 0.115 -0.937
C 0.674 0.414 -0.006
O 0.662 0.921 1.093
O -0.823 -0.082 -0.582
P -2.173 0.145 0.073
O -3.197 -0.591 -0.719
H 2.554 0.549 -0.732
H 1.467 0.002 -1.997
H -1.862 0.036 1.536
H -2.576 1.600 0.182
```

--- x ---
Formula: C2H4O3P
Source: OMol25
Level of theory: wB97M-V/def2-TZVPD

Values from the calculation:
Gap between HOMO and LUMO: 4.84 eV
Total charge: -1
HOMO energy: -1.2 eV

```
10
C2H4O3P (wB97M-V/def2-TZVPD)
C 2.214 -0.776 -0.017
C -0.675 0.887 -0.891
O 2.030 -1.196 -1.070
O 2.527 -0.440 1.053
O -1.518 -0.227 -0.620
P -1.348 -0.812 0.789
H -1.052 1.267 -1.811
H -0.741 1.437 0.002
H -0.011 -0.592 1.130
H -1.427 0.453 1.435
```

--- y ---
Formula: C2H4O3P
Source: OMol25
Level of theory: wB97M-V/def2-TZVPD

Values from the calculation:
Gap between HOMO and LUMO (alpha / beta): 7.12 / 7.11 eV
Total charge: -1
HOMO energy (alpha / beta): -2.9 / -2.9 eV

```
10
C2H4O3P (wB97M-V/def2-TZVPD)
C 1.248 0.082 -1.564
C -0.923 0.619 0.632
O 0.917 -1.163 1.831
O 0.558 0.882 -2.193
O -0.918 -2.252 0.441
P -0.050 -1.087 0.708
H 2.223 0.008 -1.839
H -1.938 0.579 0.875
H -0.354 1.339 1.390
H -0.762 0.993 -0.283
```

Which is most stable? The ranking, best first, is w, y, x.

--- w ---
Formula: C3H3N3
Source: OMol25
Level of theory: wB97M-V/def2-TZVPD

Values from the calculation:
Gap between HOMO and LUMO: 9.44 eV
HOMO energy: -10.5 eV

```
9
C3H3N3 (wB97M-V/def2-TZVPD)
C -0.004 0.704 0.313
C 0.534 -0.183 -0.765
C -0.897 -1.128 0.471
H 1.206 2.162 -0.005
H 1.230 -0.032 -1.674
H -1.474 -2.080 0.626
N 0.410 1.871 0.616
N -0.087 -1.267 -0.674
N -0.919 -0.047 1.092
```

--- x ---
Formula: C3H3N3
Source: OMol25
Level of theory: wB97M-V/def2-TZVPD

Values from the calculation:
Gap between HOMO and LUMO: 9.03 eV
HOMO energy: -9.6 eV

```
9
C3H3N3 (wB97M-V/def2-TZVPD)
C -1.089 -0.069 0.037
C -0.107 -0.946 0.568
N 1.261 -0.738 0.647
N 1.465 0.418 0.099
C 0.612 1.106 -0.712
N -0.685 0.873 -0.905
H -2.182 -0.555 0.315
H -0.326 -2.028 1.032
H 1.052 1.939 -1.082
```

Which is most stable? The ranking, best first, is w, x.

--- w ---
Formula: C3H3N3
Source: OMol25
Level of theory: wB97M-V/def2-TZVPD

Values from the calculation:
Gap between HOMO and LUMO (alpha / beta): 7.41 / 7.41 eV
HOMO energy (alpha / beta): -9.9 / -9.9 eV

```
9
C3H3N3 (wB97M-V/def2-TZVPD)
C -0.061 -2.094 -0.009
C -1.718 -1.073 2.009
C 0.270 -0.825 0.332
N -0.143 -3.207 -0.268
N -2.601 -1.113 2.713
N -0.067 0.178 -0.462
H 0.902 -0.824 1.181
H -0.737 -0.146 -1.141
H -0.387 1.027 -0.012
```

--- x ---
Formula: C3H3N3
Source: OMol25
Level of theory: wB97M-V/def2-TZVPD

Values from the calculation:
Gap between HOMO and LUMO: 9.21 eV
HOMO energy: -10.4 eV

```
9
C3H3N3 (wB97M-V/def2-TZVPD)
H -2.657 -0.591 0.212
N -1.930 0.131 0.103
C -0.707 -0.026 -0.088
C 0.268 1.096 -0.086
N 1.472 0.622 0.149
C 1.220 -0.821 0.065
N -0.031 -1.248 -0.056
H 0.259 2.239 -0.188
H 2.106 -1.404 -0.112
```

--- y ---
Formula: C3H3N3
Source: OMol25
Level of theory: wB97M-V/def2-TZVPD

Values from the calculation:
Gap between HOMO and LUMO: 9.17 eV
HOMO energy: -10.6 eV

```
9
C3H3N3 (wB97M-V/def2-TZVPD)
H -2.427 -0.675 -0.071
N -1.998 0.157 -0.074
C -0.755 0.050 0.134
C 0.306 1.105 -0.025
N 1.519 0.644 0.018
C 1.223 -0.809 -0.088
N -0.079 -1.122 0.072
H 0.147 2.147 0.072
H 2.064 -1.497 -0.037
```

Which is most stable? The ranking, best first, is x, y, w.